[1]
{
  "formula": "C5H8N",
  "method": "ωB97M-V/def2-TZVPD",
  "elements": ["C", "C", "C", "C", "C", "N", "H", "H", "H", "H", "H", "H", "H", "H"],
  "xyz": [[-0.562, 0.816, 0.610], [-0.657, -0.597, 0.367], [1.047, -0.538, -0.221], [-1.459, 1.697, 1.225], [1.415, -1.368, -1.406], [0.319, 0.662, -0.266], [-1.341, -1.115, -0.165], [1.621, -0.882, 0.672], [-2.455, 1.476, 1.003], [-1.166, 2.816, 0.954], [-1.506, 1.640, 2.307], [0.698, -1.297, -2.213], [1.692, -2.311, -1.125], [2.354, -1.000, -1.741]],
  "atomic_forces_ev_per_a": [[-2.2, -4.7, 2.2], [4.9, 2.2, 1.9], [-2.5, -2.5, 2.2], [1.2, 5.4, 0.4], [-0.8, 3.2, -0.6], [3.4, 1.3, -3.7], [-2.4, -1.2, -2.0], [-0.6, 1.4, -0.3], [-1.6, -0.3, -1.0], [-0.9, -2.3, 0.6], [0.8, -0.3, 0.3], [-0.1, -0.3, -0.1], [0.0, -2.7, 0.9], [0.9, 0.8, -0.7]],
  "nbo_charge": [0.375, 0.006, 0.064, -0.716, -0.662, -0.220, 0.223, 0.276, 0.292, 0.280, 0.313, 0.245, 0.259, 0.267],
  "charge": 1,
  "smiles": "CC1=[N+]2[C@H](C)[C@@H]12",
  "lumo_energy_ev": -4.82,
  "e_tot_ev": -6792.897,
  "homo_lumo_gap_ev": 10.53,
  "fmax_ev_per_a": 5.67
}

***

[2]
{
  "formula": "C5H8N",
  "method": "ωB97M-V/def2-TZVPD",
  "elements": ["C", "C", "C", "C", "C", "N", "H", "H", "H", "H", "H", "H", "H", "H"],
  "xyz": [[1.273, -0.890, 0.416], [-0.134, 1.551, 0.224], [1.021, -0.206, -0.967], [0.956, 0.544, 0.237], [-0.407, 0.371, -0.659], [-1.467, -0.501, -0.069], [0.507, -1.563, 0.832], [2.354, -1.232, 0.565], [-0.695, 1.693, 1.082], [0.133, 2.444, -0.293], [1.654, -0.371, -1.775], [-1.743, -0.151, 0.867], [-1.096, -1.445, -0.025], [-2.356, -0.243, -0.434]],
  "atomic_forces_ev_per_a": [[0.9, -0.9, -0.2], [2.4, 0.2, -1.9], [-1.9, -0.4, 2.2], [-0.7, 0.0, 0.3], [1.1, -0.2, -0.3], [1.0, 1.5, 1.8], [0.7, 0.0, -0.1], [-1.7, 0.8, 0.2], [-1.2, 0.2, 1.7], [-0.1, 0.7, -0.1], [0.5, 0.5, -1.7], [1.1, -0.6, 0.5], [-1.0, -0.7, -0.3], [-1.0, -1.1, -2.1]],
  "nbo_charge": [-0.413, -0.368, -0.176, 0.063, 0.047, -0.699, 0.177, 0.272, 0.229, 0.261, 0.264, 0.427, 0.456, 0.460],
  "charge": 1,
  "smiles": "[NH3+][C@]12C[C@]13C[C@H]32",
  "lumo_energy_ev": -3.65,
  "e_tot_ev": -6792.311,
  "homo_lumo_gap_ev": 9.85,
  "fmax_ev_per_a": 3.07
}

***

[3]
{
  "formula": "C5H8N",
  "method": "ωB97M-V/def2-TZVPD",
  "elements": ["C", "C", "C", "C", "C", "N", "H", "H", "H", "H", "H", "H", "H", "H"],
  "xyz": [[0.698, 1.220, 0.115], [1.871, -0.680, -0.047], [-0.373, -0.661, -0.341], [0.840, 0.132, -0.840], [-1.782, -0.252, -0.148], [0.680, -0.154, 0.612], [1.551, 1.843, 0.470], [-1.529, 2.316, 0.582], [1.915, -1.706, -0.074], [2.780, -0.134, 0.205], [-0.385, -1.742, -0.468], [-1.953, -0.379, 0.933], [-2.559, -0.645, -0.859], [-1.753, 0.844, -0.139]],
  "atomic_forces_ev_per_a": [[1.5, 1.3, 0.4], [0.3, 3.3, -0.5], [0.1, -1.4, -0.9], [-0.7, -1.1, -1.5], [-0.2, 2.0, 0.6], [-1.3, -0.8, 2.9], [-1.0, -0.2, -0.3], [0.8, 0.0, -0.1], [-0.1, -2.2, -0.4], [-0.2, -0.2, 0.0], [1.1, 0.0, -0.1], [-0.6, -0.8, -0.5], [1.1, 0.1, 0.9], [-0.7, -0.1, -0.7]],
  "nbo_charge": [0.080, -0.176, -0.001, 0.064, -0.665, -0.194, 0.248, 0.103, 0.257, 0.260, 0.261, 0.263, 0.288, 0.212],
  "charge": 1,
  "lumo_energy_ev": [-4.93, -6.39],
  "e_tot_ev": -6788.549,
  "homo_lumo_gap_ev": [11.01, 8.53],
  "fmax_ev_per_a": 3.36
}

***

[4]
{
  "formula": "C5H8N",
  "method": "ωB97M-V/def2-TZVPD",
  "elements": ["C", "C", "C", "C", "C", "N", "H", "H", "H", "H", "H", "H", "H", "H"],
  "xyz": [[2.107, 0.362, -0.953], [0.793, -0.362, -0.882], [-0.212, -0.129, 0.119], [-1.241, -1.076, 0.115], [-0.466, 1.127, 0.909], [2.002, -0.319, 0.079], [2.733, 0.981, -1.530], [0.537, -1.260, -1.445], [-1.230, -1.546, 1.135], [-1.215, -1.934, -0.555], [-2.082, -0.396, -0.019], [-0.920, 1.103, 1.905], [-1.193, 1.684, 0.205], [0.387, 1.765, 0.915]],
  "atomic_forces_ev_per_a": [[-2.1, -1.4, 1.7], [-1.2, 0.5, 0.5], [0.6, 2.4, -1.8], [-1.3, -2.1, 1.7], [-0.2, 0.4, -1.5], [2.4, 0.2, -0.2], [0.7, 0.6, -0.6], [0.9, 0.1, -0.2], [-0.7, 0.6, -0.4], [0.1, 0.5, -0.4], [-0.9, -0.7, 0.3], [0.1, -0.6, -0.4], [0.8, -0.8, 0.9], [0.8, 0.4, 0.2]],
  "nbo_charge": [0.154, -0.258, 0.488, -0.736, -0.708, -0.159, 0.282, 0.237, 0.302, 0.263, 0.298, 0.284, 0.298, 0.255],
  "charge": 1,
  "lumo_energy_ev": -5.80,
  "e_tot_ev": -6793.757,
  "homo_lumo_gap_ev": 10.01,
  "fmax_ev_per_a": 3.07
}

***

[5]
{
  "formula": "C5H8N",
  "method": "ωB97M-V/def2-TZVPD",
  "elements": ["C", "C", "C", "C", "C", "N", "H", "H", "H", "H", "H", "H", "H", "H"],
  "xyz": [[-2.802, 0.348, 0.869], [-0.587, -0.703, -0.001], [1.983, -0.372, 0.010], [1.456, 0.328, -1.104], [0.503, 0.155, 0.057], [-1.921, -0.516, 0.926], [-2.809, 1.248, 0.106], [-3.606, 0.196, 1.550], [-0.440, -1.698, -0.318], [2.303, -1.425, -0.001], [2.523, 0.134, 0.741], [1.710, 1.410, -1.317], [1.390, -0.202, -2.008], [0.297, 1.096, 0.489]],
  "atomic_forces_ev_per_a": [[-0.2, 2.8, -2.5], [-3.3, 1.8, 3.7], [0.6, -0.9, 0.2], [1.9, 1.8, -1.7], [-2.2, -0.5, 0.4], [5.8, -2.5, -2.9], [-0.2, -1.9, 1.5], [-0.6, 0.4, 0.7], [-0.5, -1.1, -0.7], [-1.0, 0.3, -0.3], [0.8, 1.1, 1.1], [-0.4, -1.3, 0.7], [-0.7, -0.8, -0.9], [0.1, 0.7, 0.9]],
  "nbo_charge": [0.020, 0.374, -0.296, -0.331, -0.371, -0.364, 0.199, 0.229, 0.219, 0.267, 0.255, 0.276, 0.254, 0.269],
  "charge": 1,
  "smiles": "C=[N+]=CC1CC1",
  "lumo_energy_ev": -6.26,
  "e_tot_ev": -6793.483,
  "homo_lumo_gap_ev": 8.62,
  "fmax_ev_per_a": 6.95
}

***

[6]
{
  "formula": "C5H8N",
  "method": "ωB97M-V/def2-TZVPD",
  "elements": ["C", "C", "C", "C", "C", "N", "H", "H", "H", "H", "H", "H", "H", "H"],
  "xyz": [[-0.269, 1.069, -0.827], [0.814, 1.507, -1.405], [1.807, 2.035, -2.014], [-1.337, 0.709, -0.321], [0.127, -1.569, 1.361], [-1.250, -1.195, 1.128], [2.822, 1.678, -1.908], [1.690, 2.879, -2.682], [-2.365, 0.693, -0.087], [0.218, -2.604, 1.708], [0.690, -1.482, 0.429], [0.576, -0.906, 2.104], [-1.768, -0.956, 1.966], [-1.753, -1.859, 0.549]],
  "atomic_forces_ev_per_a": [[0.6, -0.1, -0.1], [-0.7, 0.0, 0.2], [0.6, 0.1, -0.2], [0.0, -0.9, 0.8], [0.5, -0.2, 0.2], [-0.2, 1.3, -1.1], [0.1, -0.2, 0.2], [-0.3, 0.1, 0.0], [-0.5, 0.1, 0.0], [0.0, 0.1, 0.0], [0.0, 0.0, 0.1], [-0.1, -0.1, -0.1], [0.0, -0.1, -0.1], [0.0, 0.0, 0.3]],
  "nbo_charge": [-0.124, 0.238, -0.375, 0.124, -0.429, -0.718, 0.291, 0.296, 0.257, 0.220, 0.203, 0.220, 0.400, 0.396],
  "charge": 1,
  "lumo_energy_ev": [-6.21, -6.21],
  "e_tot_ev": -6793.186,
  "homo_lumo_gap_ev": [7.98, 7.98],
  "fmax_ev_per_a": 1.67
}

***

[7]
{
  "formula": "C5H8N",
  "method": "ωB97M-V/def2-TZVPD",
  "elements": ["C", "C", "C", "C", "C", "N", "H", "H", "H", "H", "H", "H", "H", "H"],
  "xyz": [[1.088, -3.729, -0.744], [0.167, -0.148, 0.031], [-0.396, 0.748, 0.699], [0.626, -0.532, -1.336], [-1.151, 1.517, 1.516], [0.541, -2.733, -0.709], [1.555, -4.609, -0.867], [-0.100, -0.965, 0.773], [-0.087, -1.081, -2.061], [1.500, -1.236, -1.324], [0.921, 0.286, -1.917], [-1.545, 0.740, 2.237], [-1.873, 2.083, 0.995], [-0.477, 2.281, 2.083]],
  "atomic_forces_ev_per_a": [[-1.0, 1.7, 0.0], [-0.8, -0.7, -1.1], [1.5, -1.8, -2.0], [0.8, -1.0, -2.0], [1.3, 2.3, 3.8], [-0.9, -2.0, 1.4], [1.5, -2.7, -0.2], [0.3, 0.0, -0.2], [0.4, 1.0, 2.0], [-0.8, 1.5, 0.2], [0.4, 1.9, -0.4], [-0.2, 0.9, -0.4], [-1.4, 0.2, -0.5], [-1.2, -1.4, -0.6]],
  "nbo_charge": [0.190, -0.224, 0.492, -0.640, -0.769, -0.424, 0.234, 0.379, 0.292, 0.284, 0.237, 0.343, 0.311, 0.296],
  "charge": 1,
  "lumo_energy_ev": -5.54,
  "e_tot_ev": -6792.840,
  "homo_lumo_gap_ev": 9.85,
  "fmax_ev_per_a": 4.57
}

***

[8]
{
  "formula": "C5H8N",
  "method": "ωB97M-V/def2-TZVPD",
  "elements": ["C", "C", "C", "C", "C", "N", "H", "H", "H", "H", "H", "H", "H", "H"],
  "xyz": [[-2.145, 0.315, -0.009], [-3.040, -0.543, 0.214], [-0.925, 1.064, -0.121], [1.201, -0.187, -0.313], [2.540, -0.114, 0.261], [0.428, 0.693, 0.108], [-3.903, -0.744, -0.517], [-3.403, -0.973, 1.126], [-0.785, 1.585, -0.995], [-1.046, 1.928, 0.688], [0.961, -0.752, -1.180], [2.510, 0.674, 0.976], [3.234, 0.207, -0.587], [2.815, -1.056, 0.749]],
  "atomic_forces_ev_per_a": [[2.1, -0.2, -0.3], [-2.7, -0.1, -1.2], [-0.7, 1.0, 3.3], [-0.1, 0.7, -0.6], [1.5, -0.3, -1.3], [-0.9, -0.2, 2.1], [1.6, 0.3, 0.3], [0.5, -0.1, 1.0], [-0.9, 1.8, -2.6], [-0.4, -1.3, -1.5], [-0.2, -1.3, -0.6], [0.2, 0.5, 0.7], [-0.5, -0.8, 1.2], [0.3, 0.2, -0.4]],
  "nbo_charge": [0.480, -0.500, -0.445, 0.208, -0.662, -0.386, 0.355, 0.334, 0.344, 0.335, 0.184, 0.246, 0.253, 0.254],
  "charge": 1,
  "lumo_energy_ev": -6.71,
  "e_tot_ev": -6792.598,
  "homo_lumo_gap_ev": 7.26,
  "fmax_ev_per_a": 3.51
}